This record from the OMol25 dataset describes a cluster of 4 separate species, C31H47BBr2F12N5O8 in total. The level of theory is ωB97M-V with the def2-TZVPD basis set.

Each line ends with the Mulliken charge.
Atoms and positions in Å:
C1 2.61257 0.32967 2.93811  -0.70
C2 1.82992 -1.01028 2.31201  -0.51
N1 2.06308 -1.22155 0.84525  0.67
C3 1.05353 -0.62374 -0.07231  -0.22
C4 0.24078 -1.90542 -0.77731  -0.78
B1 0.78266 -3.38049 -0.20504  0.93
O1 1.87258 -4.02980 -1.00725  -0.59
O2 0.26891 -4.03067 1.02058  -0.62
N2 0.01367 0.27873 0.48882  0.46
C5 0.42880 1.69658 0.72626  -0.79
N3 -0.53274 2.61197 1.17627  0.08
C6 -1.97236 2.27438 1.48732  -0.85
C7 -2.86371 1.75943 0.21242  -0.25
C8 -4.25128 2.59595 -0.05034  0.23
F1 -4.88566 3.12375 1.19586  -0.34
Br1 -5.58356 1.23085 -0.77436  -0.07
C9 -4.10957 3.73106 -1.24706  0.51
F2 -2.71568 3.96604 -1.69559  -0.19
F3 -4.62788 5.02337 -0.73897  -0.23
Br2 -5.10854 3.09899 -2.90978  -0.08
N4 1.80152 2.30991 0.47430  -0.02
C10 2.66228 1.46885 -0.43244  -0.29
C11 1.89228 0.25813 -1.21792  -0.12
C12 0.98824 0.70382 -2.50230  -0.89
C13 0.80372 2.31322 -2.72683  -0.32
C14 2.05492 3.01772 -3.58481  -0.55
C15 2.28600 4.59897 -3.09091  -0.60
N5 3.64655 4.61504 -2.36306  0.16
C16 3.70366 4.81883 -0.83483  -0.19
C17 5.26551 4.73439 -0.34311  -0.49
C18 6.09869 4.49299 -1.73710  -0.42
C19 5.03048 4.44072 -3.02129  -0.33
H1 2.90091 0.00921 4.05151  0.41
H2 3.63437 0.54455 2.40026  0.15
H3 1.91040 1.25911 3.04842  0.10
H4 0.71771 -1.04855 2.67052  0.17
H5 2.36463 -1.92644 2.86349  0.38
H6 3.05456 -1.11078 0.54884  -0.27
H7 -0.89973 -1.79036 -0.48857  0.06
H8 0.37804 -1.95263 -1.93786  0.10
H9 2.68496 -3.46488 -0.80438  0.26
H10 1.05854 -4.16797 1.64633  0.28
H11 -0.60230 -0.13112 1.21382  0.62
H12 -0.25520 3.63039 1.31675  0.38
H13 -2.46268 3.22437 2.01812  0.47
H14 -1.96486 1.43484 2.33519  0.19
H15 -3.19831 0.64317 0.47211  0.43
H16 -2.16049 1.66340 -0.72526  0.16
H17 2.27621 2.59899 1.35567  0.52
H18 3.26532 2.09542 -1.25048  -0.26
H19 3.51463 0.99857 0.25902  0.35
H20 2.73936 -0.48541 -1.61123  0.47
H21 -0.08919 0.22391 -2.54823  0.29
H22 1.55264 0.29354 -3.47110  0.31
H23 -0.14322 2.44085 -3.44319  0.39
H24 0.55702 2.93384 -1.76663  -0.01
H25 1.82037 3.08189 -4.74315  0.42
H26 3.05091 2.42865 -3.40984  0.34
H27 2.25760 5.35435 -4.00189  0.29
H28 1.49826 4.89901 -2.24653  0.22
H29 2.74785 4.96324 -0.15504  0.28
H30 5.65796 4.81320 0.75906  0.31
H31 7.27387 4.36841 -1.77962  0.30
H32 5.29645 4.30091 -4.16305  0.31
C20 5.92101 -5.07478 3.36261  -1.06
C21 7.11431 -4.57913 2.56564  -0.18
O3 6.69908 -4.06263 1.29128  -0.31
C22 6.15320 -2.80617 1.30259  0.33
O4 6.01336 -2.12673 2.31536  -0.54
C23 5.79369 -2.36079 -0.11584  0.96
F4 5.11061 -3.31568 -0.80935  -0.27
F5 6.89990 -2.06982 -0.85964  -0.27
F6 5.01325 -1.24368 -0.14268  -0.30
H33 5.35242 -5.80964 2.78368  0.30
H34 6.24568 -5.53341 4.29964  0.37
H35 5.23371 -4.25734 3.59854  0.28
H36 7.79067 -5.41609 2.36350  0.32
H37 7.68919 -3.82598 3.11855  0.31
C24 -8.05883 5.13434 -1.38085  -0.72
C25 -9.54614 4.88476 -1.20641  -0.36
O5 -10.27137 5.27413 -2.38353  -0.30
C26 -10.22234 4.39767 -3.43530  0.38
O6 -9.61265 3.33243 -3.41431  -0.52
C27 -11.06538 4.90943 -4.60445  0.84
F7 -10.82444 6.22039 -4.89202  -0.24
F8 -12.40329 4.81541 -4.35395  -0.24
F9 -10.84629 4.22259 -5.76117  -0.23
H38 -7.87517 6.17857 -1.65346  0.31
H39 -7.51803 4.90630 -0.45927  0.33
H40 -7.64457 4.51968 -2.18511  0.12
H41 -9.92471 5.49912 -0.38295  0.34
H42 -9.75669 3.83868 -0.95180  0.32
C28 -0.80278 -6.89061 1.20848  -0.91
C29 -1.65826 -8.01226 1.76961  -0.34
O7 -0.98556 -8.67617 2.85122  -0.31
C30 -1.00273 -8.02625 4.05708  0.40
O8 -1.55132 -6.94465 4.24706  -0.52
C31 -0.29140 -8.85541 5.12761  0.82
F10 0.91619 -9.33020 4.70847  -0.24
F11 -1.01966 -9.94709 5.50107  -0.24
F12 -0.04552 -8.15384 6.27002  -0.24
H43 0.18074 -7.27012 0.91329  0.31
H44 -1.28419 -6.43490 0.33994  0.35
H45 -0.62994 -6.11094 1.95580  0.28
H46 -1.82845 -8.76456 0.99250  0.33
H47 -2.64325 -7.65178 2.09099  0.32

Forces on atoms 1 to 3 (eV/Å):
C -0.21 -1.06 1.43
C 2.07 -0.40 1.55
N -1.18 0.68 1.16

Values from the calculation:
- total charge = +1
- gap between HOMO and LUMO (eV) = 6.3
- HOMO (eV) = -10.04
- E_LUMO (eV) = -3.7